[1]
Molecular formula: C3H23NO9
Method: DFT, wB97M-V/def2-TZVPD

Results
LUMO level (eV): 0.172
HOMO (eV): -10.2
Kohn-Sham gap (Ha): 0.382
Energy above the lowest of the compared OMol25 structures with the same formula, charge and spin (kcal per mole): 61.77
SMILES: CN(C)C=O.O.O.O.O.O.O.O.O
DFT total energy (eV): -23399.623

Last column: natural (NBO) charge in e.
CARTESIAN COORDINATES (ANGSTROEM)
H 0.595 -4.041 -2.530  0.489
H 1.296 -0.217 -2.865  0.477
H -0.860 2.254 0.567  0.189
C -0.234 1.523 1.199  0.545
C 0.863 0.812 3.142  -0.439
N 0.610 1.880 2.245  -0.417
H -1.848 -2.213 1.532  0.460
H -2.025 -1.296 -3.035  0.469
H -4.588 0.680 0.549  0.470
O -3.819 1.302 0.733  -0.938
H 2.161 2.971 2.928  0.215
H 0.447 1.016 4.080  0.202
H 4.476 2.026 -0.891  0.489
O -1.908 -1.754 0.741  -1.001
O 1.858 -0.080 -0.602  -0.956
O -0.499 0.295 1.071  -0.737
H -3.137 0.672 0.547  0.467
O -2.217 -2.539 -1.709  -0.986
H 0.636 -1.684 -3.105  0.500
H -2.731 -2.791 -0.875  0.510
H -1.418 -2.125 -1.375  0.487
H 1.206 3.615 1.641  0.194
H -0.630 -3.211 -2.828  0.509
H 1.915 0.599 3.275  0.200
O 4.527 1.660 0.054  -0.966
O -2.005 -1.078 -3.930  -0.953
H 0.497 3.802 3.231  0.202
O 0.276 -3.158 -2.553  -0.959
H 2.286 -0.621 -0.017  0.468
C 1.179 3.222 2.500  -0.364
H 3.704 1.395 0.420  0.477
O 0.759 -0.716 -3.437  -1.019
H 0.415 -0.285 2.996  0.253
H 0.936 -0.284 -0.581  0.489
H -1.498 -0.883 1.032  0.502
H -1.226 -0.747 -4.148  0.471

Cartesian forces, eV/Å:
H 0.6 -1.1 0.0
H 1.2 0.5 1.3
H 1.6 -0.4 0.9
C -0.6 -1.3 1.2
C 0.3 -3.6 0.7
N -2.2 -0.5 -2.8
H 0.0 -1.9 2.3
H -0.2 -0.5 2.1
H 1.0 1.5 0.4
O -2.1 -1.2 -0.3
H -0.2 0.9 -0.1
H -0.4 0.8 1.7
H -0.6 -1.1 2.4
O 0.1 2.2 -0.9
O -0.5 2.7 -2.5
O 0.3 2.7 -0.6
H 1.3 -0.4 -0.1
O -1.4 -1.0 1.2
H 0.9 2.3 -0.5
H 1.3 0.8 -1.8
H 0.0 -0.1 0.7
H 0.6 3.7 -6.4
H -1.2 -0.2 -0.2
H 0.5 0.3 0.0
O 1.9 1.2 -2.0
O -5.7 -1.7 -1.4
H 1.3 -0.8 -1.0
O 0.5 0.7 0.3
H 1.5 -2.3 2.3
C -1.8 -4.0 7.2
H -1.4 -0.1 -0.4
O -1.6 -2.4 -1.0
H 0.8 2.8 -0.7
H -0.9 -0.3 0.3
H -0.4 -0.9 -1.0
H 5.6 2.4 -1.2



[2]
Molecular formula: C7H9N3
Method: DFT, wB97M-V/def2-TZVPD

Results
LUMO level (spin up / spin down) (eV): -0.019 / -0.020
HOMO (spin up / spin down) (eV): -8.4 / -8.4
Kohn-Sham gap (spin up / spin down) (Ha): 0.308 / 0.308
Energy above the lowest of the compared OMol25 structures with the same formula, charge and spin (kcal per mole): 65.14
SMILES: CC1(C)C=Nc2ccnn21
DFT total energy (eV): -11872.665

Last column: natural (NBO) charge in e.
CARTESIAN COORDINATES (ANGSTROEM)
H -1.584 -1.382 0.969  0.227
N -0.798 1.599 -1.210  -0.262
H -0.478 -0.594 2.221  0.216
H 1.848 -0.110 1.439  0.208
N -0.204 0.462 -0.954  -0.159
H 0.737 1.168 1.683  0.225
H -1.523 2.353 -2.993  0.199
C -0.597 0.439 -3.051  -0.330
C -1.086 1.622 -2.491  -0.043
H -0.412 0.168 -4.076  0.222
C -0.997 -0.488 1.306  -0.591
H -1.730 0.351 1.330  0.244
C 1.197 0.599 0.902  -0.588
H 1.809 1.119 0.135  0.237
C 0.126 -0.187 0.243  0.008
H 1.039 -2.258 0.177  0.204
N 0.376 -1.552 -1.751  -0.357
C 0.652 -1.417 -0.377  0.108
C 0.014 -0.298 -2.027  0.233

Cartesian forces, eV/Å:
H 0.6 0.6 0.7
N -1.1 1.8 2.2
H 0.1 -0.4 1.1
H 0.1 0.3 -0.1
N -1.1 0.9 -0.8
H 0.1 1.2 0.1
H -1.9 3.4 -1.6
C 1.4 -1.4 -1.4
C 2.9 -4.4 1.2
H -0.7 0.1 -0.3
C -1.2 0.0 -2.8
H 0.8 -0.4 0.1
C 2.0 -0.6 0.6
H -0.4 0.1 0.9
C -0.1 -0.1 0.9
H 0.1 -0.1 0.1
N 3.1 -1.0 5.8
C -1.3 -2.8 -4.6
C -3.3 2.7 -2.1



[3]
Molecular formula: C10H5Cl3N3S2Ti
Method: DFT, wB97M-V/def2-TZVPD

Results
LUMO level (spin up / spin down) (eV): 4.658 / 4.655
HOMO (spin up / spin down) (eV): -1.7 / -2.4
Kohn-Sham gap (spin up / spin down) (Ha): 0.235 / 0.258
Energy above the lowest of the compared OMol25 structures with the same formula, charge and spin (kcal per mole): 3.71
Multiplicity: 2
DFT total energy (eV): -97279.577
Net charge: -2

Last column: Löwdin spin population.
CARTESIAN COORDINATES (ANGSTROEM)
H 2.450 0.461 -1.780  0.001
H -3.385 -3.122 0.369  0.000
S 1.097 -1.844 -1.031  0.011
C -0.606 3.365 -3.207  0.000
N 0.230 2.005 -0.233  -0.001
Cl 3.073 2.597 1.247  0.022
C -2.572 -2.427 0.539  0.001
Cl -1.326 -3.821 -1.417  0.000
C -1.573 -0.552 1.662  0.001
C 2.276 -0.847 -0.131  0.020
N -1.135 3.276 -4.237  0.000
H -1.652 0.223 2.418  0.000
H -3.542 -1.315 2.092  0.000
C 0.130 2.718 -1.151  0.000
H 3.724 0.666 -0.424  0.004
C -2.646 -1.420 1.489  0.000
C -1.410 -2.532 -0.203  0.000
C -0.386 -0.616 0.924  -0.001
Cl 0.673 1.395 3.344  0.018
C -0.345 -1.659 -0.027  0.002
C 2.834 0.189 -0.804  0.030
N 0.026 3.603 -2.075  0.000
Ti 1.323 0.837 1.127  0.889
S 2.743 -1.180 1.512  0.003

Cartesian forces, eV/Å:
H 0.0 0.1 0.0
H 0.0 0.0 0.0
S 0.1 -0.1 -0.1
C 0.0 0.0 0.0
N 0.2 0.1 -0.2
Cl 0.0 0.1 0.0
C 0.0 0.0 0.0
Cl 0.0 0.1 0.1
C 0.1 0.3 0.2
C 0.2 -0.4 -0.4
N 0.0 0.0 0.0
H 0.0 0.0 0.0
H 0.0 0.0 0.0
C -0.3 0.0 0.1
H -0.1 0.1 0.0
C 0.1 -0.1 -0.1
C 0.0 -0.2 -0.1
C -0.2 -0.2 -0.3
Cl -0.1 -0.1 0.0
C 0.2 0.2 0.2
C -0.1 -0.2 -0.2
N 0.0 0.0 -0.1
Ti 0.1 0.0 0.9
S -0.3 0.2 0.1



[4]
Molecular formula: C29H24Cl2GeN3SY
Method: DFT, wB97M-V/def2-TZVPD

Results
LUMO level (spin up / spin down) (eV): -9.376 / -10.313
HOMO (spin up / spin down) (eV): -15.4 / -16.6
Kohn-Sham gap (spin up / spin down) (Ha): 0.221 / 0.233
Energy above the lowest of the compared OMol25 structures with the same formula, charge and spin (kcal per mole): 0.27
Multiplicity: 2
DFT total energy (eV): -128349.417
Net charge: +3

Last column: Löwdin spin population.
CARTESIAN COORDINATES (ANGSTROEM)
C 2.339 -1.661 0.236  0.001
H 3.283 -1.136 0.326  0.000
H 2.251 6.141 -1.273  0.000
C 2.598 3.439 -3.340  0.000
H -2.780 0.186 2.406  0.005
C -2.735 -1.265 -1.276  0.094
C -1.833 -1.670 -2.295  0.067
C -4.278 -1.817 1.553  0.037
H 0.674 -5.793 -0.506  0.000
C -0.280 -5.566 -0.049  -0.001
C -2.749 -5.016 1.121  0.020
H -1.198 4.394 2.674  0.000
C -0.046 3.061 0.272  0.001
C 1.151 2.905 -1.548  0.001
C -0.962 2.663 1.332  0.001
C -2.269 1.129 2.263  0.008
C -4.110 -2.129 2.909  0.018
H -3.893 0.435 -0.575  0.001
C -2.664 0.995 -2.231  0.003
Ge -2.892 -2.303 0.344  0.245
H -1.524 -2.707 -2.353  0.002
C -0.815 -4.294 -0.140  0.018
C -1.316 -0.754 -3.211  0.005
C -1.422 3.376 2.392  0.000
H -5.623 -0.978 0.075  0.001
C 2.758 4.737 -2.823  0.000
H -7.034 -0.917 4.102  0.001
C -2.060 -4.011 0.435  0.046
H 2.420 -2.727 0.417  0.000
H 1.688 1.506 -3.122  0.001
C -0.979 -6.564 0.623  0.023
H -1.264 1.312 -3.849  0.004
H -3.713 -4.816 1.574  0.001
N 0.286 2.206 -0.696  0.007
H -3.220 -2.645 3.251  0.000
C -6.435 -0.859 2.045  0.000
C 1.319 4.195 -1.047  0.000
Y -0.601 0.079 -0.616  0.196
C -1.678 0.598 -3.149  0.072
H -0.258 -3.526 -0.668  0.001
C -6.257 -1.162 3.390  0.022
C -5.449 -1.180 1.125  0.018
Cl 1.176 -0.970 1.399  0.016
H 0.441 5.052 0.711  0.000
N -1.450 1.365 1.259  0.011
C -3.177 0.087 -1.311  0.052
H -2.748 -7.071 1.725  0.000
S -2.493 2.427 3.318  0.001
Cl 1.712 -1.421 -1.427  0.002
H -0.563 -7.560 0.689  0.001
H 3.120 3.172 -4.249  0.000
N 0.540 4.248 0.108  0.000
C 1.798 2.505 -2.716  0.001
C -2.208 -6.291 1.207  -0.001
H -7.352 -0.391 1.711  0.000
H -0.621 -1.090 -3.971  -0.001
C -5.099 -1.798 3.823  -0.002
H -3.009 2.022 -2.225  -0.001
H 3.397 5.433 -3.347  0.000
H -4.977 -2.051 4.867  0.000
C 2.124 5.142 -1.667  0.000

Cartesian forces, eV/Å:
C 0.0 0.0 0.0
H 0.0 0.0 0.0
H 0.0 0.0 0.0
C 0.0 0.0 0.0
H 0.0 0.0 0.0
C 0.1 0.0 0.1
C 0.0 0.0 0.0
C 0.0 0.0 0.0
H 0.0 0.0 0.0
C 0.0 0.0 0.0
C 0.0 0.0 0.0
H 0.0 0.0 0.0
C 0.0 0.0 0.0
C 0.0 0.0 0.0
C 0.0 0.0 0.0
C 0.0 0.0 0.0
C 0.0 0.0 0.0
H 0.0 0.0 0.0
C 0.0 0.0 0.0
Ge -0.1 -0.1 -0.1
H 0.0 0.0 0.0
C 0.0 0.0 0.0
C 0.0 0.0 0.0
C 0.0 0.0 0.0
H 0.0 0.0 0.0
C 0.0 0.0 0.0
H 0.0 0.0 0.0
C 0.0 0.0 0.0
H 0.0 0.0 0.0
H 0.0 0.0 0.0
C 0.0 0.0 0.0
H 0.0 0.0 0.0
H 0.0 0.0 0.0
N 0.0 0.0 0.0
H 0.0 0.0 0.0
C 0.0 0.0 0.0
C 0.0 0.0 0.0
Y 0.1 0.0 0.1
C 0.0 0.0 0.0
H 0.0 0.0 0.0
C 0.0 0.0 0.0
C 0.0 0.0 0.0
Cl 0.0 0.0 0.0
H 0.0 0.0 0.0
N 0.0 0.0 0.0
C 0.0 0.0 0.0
H 0.0 0.0 0.0
S 0.0 0.0 0.0
Cl 0.0 0.0 0.0
H 0.0 0.0 0.0
H 0.0 0.0 0.0
N 0.0 0.0 0.0
C 0.0 0.0 0.0
C 0.0 0.0 0.0
H 0.0 0.0 0.0
H 0.0 0.0 0.0
C 0.0 0.0 0.0
H 0.0 0.0 0.0
H 0.0 0.0 0.0
H 0.0 0.0 0.0
C 0.0 0.0 0.0